Entry 1:
36
Properties=species:S:1:pos:R:3:forces:R:3:nbo_charge:R:1 method="wB97M-V/def2-TZVPD" homo_ev="-6.063 / -8.470" total_charge=0 gap_ev="6.672 / 6.131" s_squared=6.112 spin_multiplicity=5 lumo_energy_ev="0.6 / -2.3" e_above_lowest_kj_mol=0.00
C -1.53811 -2.47259 1.38708 -0.6 0.1 0.3 -0.65
C -0.59127 -1.59611 2.13472 1.7 0.0 1.3 -0.20
C -0.14787 -0.34547 1.99835 0.4 0.5 1.2 -0.41
Fe 3.13420 0.32839 -0.50905 -2.0 4.6 -1.5 0.50
C 2.61167 1.70275 0.70035 -2.1 4.4 2.6 0.49
O 2.19974 2.66630 1.22050 1.3 -3.0 -1.6 -0.48
C 1.62097 0.52166 -1.56754 -3.9 1.0 -3.5 0.51
O 0.77394 0.65639 -2.37770 2.9 -0.7 2.9 -0.50
C 4.48996 -0.41576 0.74850 1.5 -1.5 0.3 -0.35
C 5.02017 -0.34824 -0.61112 0.5 -0.3 0.8 -0.35
C 4.17200 -1.12075 -1.44990 0.6 -2.2 0.1 -0.36
C 3.13246 -1.68803 -0.63409 1.2 -1.9 -0.1 -0.33
C 3.33800 -1.27012 0.71889 1.0 -1.3 0.3 -0.34
H -1.79723 -3.30928 2.04249 0.0 0.0 -0.3 0.21
H -2.46395 -1.97021 1.11745 0.0 0.0 -0.1 0.22
H -1.10202 -2.86708 0.46843 0.1 0.0 0.0 0.22
H -0.07980 -2.09485 2.98913 -0.3 -0.1 -0.8 0.18
H -0.63953 0.37875 1.35766 1.3 -0.2 0.9 0.23
H 0.65944 0.00771 2.65191 -0.3 -0.3 0.0 0.17
H 4.92789 0.06180 1.62975 -0.2 -0.2 -0.5 0.24
H 5.94331 0.13289 -0.93858 -0.5 0.0 0.2 0.24
H 4.38250 -1.34247 -2.49478 -0.4 0.2 0.3 0.24
H 2.40067 -2.42047 -0.95901 0.0 0.4 0.0 0.24
H 2.78808 -1.65301 1.57741 -0.1 0.5 -0.3 0.25
Cl -5.60607 3.37787 -2.32470 -0.3 -0.1 0.2 0.06
C -4.61102 2.25907 -1.48265 0.2 -0.4 0.0 0.02
C -4.02634 1.20902 -2.21908 0.8 -0.3 0.1 -0.25
C -2.95432 0.52977 -1.68386 -0.4 0.2 0.2 -0.17
C -2.50076 0.76477 -0.32052 0.5 -0.7 -0.5 0.37
O -1.54971 0.05015 0.12838 -3.2 1.4 -2.5 -0.51
C -3.21855 1.78512 0.43229 -0.5 0.1 -0.1 -0.19
C -4.28598 2.47723 -0.13226 0.9 -0.2 0.1 -0.25
H -4.36337 0.96829 -3.22208 0.0 0.3 0.1 0.24
H -2.38908 -0.21908 -2.23352 -0.3 0.1 0.0 0.24
H -2.89979 2.00803 1.44619 -0.1 -0.1 -0.1 0.23
H -4.83024 3.24754 0.41097 0.3 -0.1 0.0 0.24


Entry 2:
43
Properties=species:S:1:pos:R:3:forces:R:3:nbo_charge:R:1 method="wB97M-V/def2-TZVPD" homo_ev=-8.162 total_charge=0 gap_ev=8.730 smiles="COCCSc1ccccc1C(=O)Nc1cc(C)cc(C)c1" lumo_energy_ev=0.6 e_above_lowest_kj_mol=90.80
C 0.13393 5.03619 -0.68855 0.0 0.0 0.0 -0.25
H 0.61449 5.94083 -1.05530 -0.1 0.0 0.0 0.20
O 1.14434 4.28423 -0.05908 0.2 0.1 0.0 -0.53
C 0.76518 2.98743 0.31930 0.0 -0.1 0.1 -0.08
C -0.16203 2.95702 1.53470 0.2 -0.4 0.0 -0.55
H 0.26013 3.53431 2.35586 -0.1 0.1 -0.1 0.22
H -1.14816 3.35207 1.29236 0.0 0.0 0.1 0.23
S -0.49535 1.24502 2.06653 -0.1 0.4 0.1 0.23
C 1.12563 0.65593 2.52610 -0.3 0.1 -0.2 -0.07
C 1.96553 1.44853 3.29666 0.1 0.0 0.0 -0.26
C 3.19395 0.96984 3.71184 0.0 0.1 0.0 -0.19
C 3.57949 -0.32257 3.39604 0.0 -0.1 0.0 -0.22
C 2.73310 -1.12469 2.65466 0.0 0.0 0.0 -0.15
C 1.51234 -0.64389 2.19216 0.1 0.1 0.3 -0.18
C 0.67483 -1.59601 1.38679 0.1 0.2 -0.2 0.66
O 0.50091 -2.74098 1.74444 0.0 -0.2 0.1 -0.60
N 0.22805 -1.05725 0.22043 0.2 0.1 -0.3 -0.61
C -0.58675 -1.62558 -0.76329 -0.2 -0.2 -0.1 0.25
C -1.05208 -2.93280 -0.69411 0.0 -0.1 0.1 -0.28
C -1.85772 -3.43802 -1.70345 0.0 0.2 -0.1 0.02
C -2.19100 -2.62879 -2.78149 0.0 0.0 0.1 -0.24
C -1.73297 -1.32110 -2.86619 0.0 -0.1 0.0 0.02
C -0.93044 -0.82726 -1.85083 0.0 0.0 0.0 -0.29
H -0.56602 0.19047 -1.90169 0.1 0.1 0.0 0.19
C -2.12205 -0.45244 -4.02506 0.0 0.0 0.1 -0.63
H -1.41199 0.36006 -4.16061 0.0 0.1 -0.1 0.21
H -3.10693 -0.01794 -3.85049 0.0 0.1 -0.1 0.22
H -2.17128 -1.03362 -4.94310 0.0 0.0 -0.1 0.22
H -2.81802 -3.02316 -3.56860 -0.1 -0.1 -0.1 0.20
C -2.35464 -4.85063 -1.64179 0.0 0.0 0.0 -0.63
H -3.42421 -4.88988 -1.84067 -0.1 -0.1 0.0 0.22
H -1.85316 -5.45745 -2.39571 0.0 -0.1 0.0 0.22
H -2.16108 -5.28614 -0.66548 0.0 -0.1 0.1 0.22
H -0.78432 -3.54687 0.14887 0.0 0.0 0.0 0.25
H 0.45163 -0.08431 0.06027 0.0 -0.2 0.2 0.40
H 3.00369 -2.14153 2.41349 0.0 -0.1 0.0 0.23
H 4.52986 -0.70500 3.73514 0.1 0.0 0.0 0.22
H 3.83965 1.60349 4.30105 0.1 0.0 0.1 0.22
H 1.65763 2.44159 3.58500 0.0 0.1 0.0 0.22
H 1.70257 2.47599 0.56250 -0.2 0.0 0.0 0.20
H 0.27966 2.46657 -0.52158 0.0 0.0 0.1 0.16
H -0.66706 5.31207 0.00531 0.0 0.0 0.0 0.16
H -0.29931 4.48627 -1.53243 0.0 0.0 0.0 0.17


Entry 3:
115
Properties=species:S:1:pos:R:3:forces:R:3:lowdin_spin:R:1 method="wB97M-V/def2-TZVPD" homo_ev="-0.672 / -0.976" total_charge=-2 gap_ev="4.521 / 4.821" s_squared=0.757 spin_multiplicity=2 lumo_energy_ev="3.8 / 3.8" e_above_lowest_kj_mol=0.00
Pt -0.03599 0.52276 0.13721 1.7 0.6 -0.8 0.17
O -1.76981 1.93648 -0.25018 0.3 -0.6 -1.5 0.01
H -1.84613 1.54357 -1.22679 -0.4 0.1 0.7 0.00
H -2.44750 1.44528 0.22794 -0.1 -0.1 -0.1 0.00
C -0.68293 0.60850 4.14911 -0.1 0.2 0.0 0.00
N -1.20094 1.96688 4.12924 0.0 -0.1 -0.1 0.00
C -0.58228 2.77144 5.16188 -0.1 0.0 -0.1 0.00
C -1.17868 2.56963 2.77835 0.2 0.0 0.3 0.00
C 0.18236 2.87285 2.17953 0.2 0.0 -0.1 0.00
C 0.81579 4.05740 2.58484 0.0 -0.1 -0.1 0.00
C 2.06400 4.42758 2.10021 -0.1 -0.1 0.0 0.00
C 2.70009 3.58513 1.19152 -0.1 0.0 0.0 0.00
C 2.07608 2.41364 0.77897 0.0 0.1 0.1 0.00
C 0.79960 2.01927 1.23033 -0.4 -0.2 0.4 0.00
H -0.94000 0.13377 5.10532 0.0 0.0 -0.1 0.00
H 0.40600 0.56190 4.02186 0.0 0.0 0.0 0.00
H -1.13361 0.03748 3.33733 0.0 0.0 0.0 0.00
H -0.77409 2.30999 6.13808 0.0 0.0 -0.1 0.00
H -1.02284 3.77504 5.16340 0.0 -0.1 0.0 0.00
H 0.50962 2.87758 5.04714 0.0 0.0 0.0 0.00
H -1.76194 3.49640 2.83686 0.0 0.0 0.0 0.00
H -1.70316 1.88550 2.12285 -0.1 -0.1 0.0 0.00
H 0.30875 4.71518 3.29131 0.0 -0.1 -0.1 0.00
H 2.52070 5.36069 2.41159 0.0 0.0 0.0 0.00
H 3.67806 3.84656 0.78923 -0.1 0.0 0.0 0.00
H 2.58523 1.77812 0.06654 0.0 0.0 0.0 0.00
C -2.91799 -5.48296 1.67724 0.0 0.0 0.1 0.00
C -3.49632 -4.83324 2.93576 -0.1 0.2 -0.3 0.00
C -4.98443 -4.53058 2.75650 0.0 0.1 0.1 0.00
C -2.72400 -3.56190 3.30966 -0.4 -0.4 -0.3 0.00
N -2.82354 -2.50280 2.30410 0.3 -1.6 1.6 0.00
C -1.98761 -2.23049 1.31832 1.1 -0.8 -0.8 0.00
N -2.21469 -1.03238 0.90365 -0.6 0.7 -0.7 0.00
N -3.22336 -0.57654 1.67632 0.0 1.3 -0.8 0.00
N -3.57380 -1.44110 2.52295 -0.9 0.0 1.0 0.00
H -3.43339 -6.42098 1.45655 0.0 0.1 0.0 0.00
H -1.85062 -5.69854 1.79307 -0.1 0.0 0.0 0.00
H -3.03816 -4.82233 0.81195 0.0 -0.1 0.1 0.00
H -3.37064 -5.52060 3.77480 0.0 -0.1 0.1 0.00
H -5.12846 -3.79171 1.96091 0.0 -0.1 0.1 0.00
H -5.41833 -4.11644 3.67353 0.0 0.0 -0.1 0.00
H -5.53585 -5.43479 2.48886 0.0 0.0 0.0 0.00
H -1.67363 -3.79376 3.45009 0.2 0.1 0.0 0.00
H -3.11309 -3.15803 4.23876 0.0 0.2 0.0 0.00
H -1.26092 -2.92997 0.92187 0.0 0.3 0.1 0.00
C 8.13187 -4.07397 -2.68586 -0.1 0.0 0.0 0.00
C 6.71765 -3.53934 -2.72065 0.0 0.0 0.0 0.00
C 5.75050 -3.99425 -1.83451 -0.1 0.0 0.1 0.00
C 4.45541 -3.46454 -1.82495 0.0 0.0 0.0 0.00
C 3.44454 -4.06154 -0.86167 0.1 0.1 -0.1 0.00
C 4.08713 -2.42150 -2.70165 0.0 -0.2 -0.1 0.01
Te 1.94533 -1.55589 -2.41169 0.7 0.0 -0.3 0.04
N -0.14655 -0.45546 -1.95834 -1.1 0.0 0.1 0.01
C -1.21042 -0.27300 -2.69927 0.1 0.0 0.3 0.00
O -2.16226 0.59570 -2.53124 0.6 0.2 0.8 0.00
C -1.51051 -1.11829 -3.96085 0.0 0.3 0.0 0.00
C -0.79025 -2.23159 -4.36209 -0.1 -0.4 -0.3 0.00
C -1.08760 -2.90644 -5.54718 0.2 -0.1 0.2 0.00
C -2.13933 -2.50233 -6.35028 0.0 0.0 -0.1 0.00
C -2.90302 -1.42034 -5.94438 -0.1 0.3 0.3 0.00
C -2.58928 -0.74193 -4.76506 -0.1 0.0 -0.4 0.00
C 2.81020 0.37125 -2.70119 0.0 0.4 0.2 0.00
C 3.89071 0.78901 -1.89153 -0.2 -0.1 -0.1 0.00
C 4.51335 -0.06037 -0.80288 -0.1 0.1 -0.1 0.01
C 4.43039 2.06624 -2.06806 0.1 -0.1 0.1 0.00
C 3.92026 2.96307 -2.98745 0.1 0.1 0.0 0.00
C 4.47623 4.36084 -3.11423 -0.1 -0.1 0.0 0.00
C 2.86815 2.54134 -3.78674 0.0 -0.1 -0.1 0.00
C 2.31148 1.26852 -3.67821 0.1 -0.1 0.1 0.00
C 1.20527 0.92692 -4.64392 0.0 0.0 0.2 0.00
C 5.04629 -2.03777 -3.66744 -0.1 0.0 0.0 0.00
C 4.71190 -1.05317 -4.77693 0.1 -0.1 0.2 0.00
C 6.33484 -2.58492 -3.65453 -0.1 0.1 0.0 0.00
H 8.27848 -4.72640 -1.82233 0.0 0.0 0.0 0.00
H 8.85774 -3.25899 -2.61880 0.0 0.0 0.0 0.00
H 8.36981 -4.64867 -3.58669 0.0 0.0 0.0 0.00
H 6.01210 -4.78196 -1.12528 -0.1 0.1 -0.1 0.00
H 3.90528 -4.83541 -0.23769 0.0 0.1 -0.1 0.00
H 2.61403 -4.51513 -1.41328 0.0 0.0 0.1 0.00
H 3.01274 -3.29502 -0.21189 0.0 -0.1 -0.1 0.00
H 0.01746 -2.58296 -3.75052 0.1 -0.1 0.0 0.00
H -0.48527 -3.75928 -5.84046 0.0 0.0 0.0 0.00
H -2.36364 -3.02192 -7.27639 0.0 0.0 0.0 0.00
H -3.74607 -1.09683 -6.54838 0.0 0.0 0.0 0.00
H -3.17344 0.10741 -4.43697 0.0 0.0 0.0 0.00
H 3.78914 -0.77525 -0.41716 0.0 0.0 0.0 0.01
H 4.85207 0.57611 0.02487 -0.1 -0.1 -0.1 0.00
H 5.37122 -0.62596 -1.18203 -0.1 0.0 0.0 0.00
H 5.26487 2.36822 -1.43407 -0.1 0.0 0.0 0.00
H 5.24840 4.54367 -2.36400 0.0 0.0 0.0 0.00
H 3.68624 5.10410 -2.97436 0.0 0.0 0.0 0.00
H 4.91482 4.52830 -4.10217 0.0 0.0 0.0 0.00
H 2.45767 3.22876 -4.52645 0.0 -0.1 0.1 0.00
H 1.27492 1.54954 -5.54060 0.0 0.0 0.1 0.00
H 0.23129 1.09911 -4.18287 0.0 0.0 0.0 0.00
H 1.24168 -0.12320 -4.92977 0.0 -0.1 0.0 0.00
H 3.66042 -1.14597 -5.05648 0.0 0.0 0.0 0.00
H 5.33450 -1.24333 -5.65949 -0.1 0.0 0.1 0.00
H 4.87117 -0.01476 -4.46665 0.0 -0.1 0.0 0.00
H 7.06134 -2.25551 -4.40145 -0.1 0.0 0.1 0.00
C 3.80721 -2.30109 2.23316 0.1 -0.2 -0.1 0.00
Ge 2.23747 -1.08427 2.36301 0.3 0.0 0.0 0.08
C 2.97489 0.45494 3.34153 0.0 0.3 0.0 0.00
C 1.14249 -2.14044 3.66067 -0.3 -0.1 0.0 0.03
C 1.27177 -0.84925 0.71730 -1.0 0.2 0.5 0.58
H 4.39421 -2.21223 3.15945 -0.1 0.0 -0.2 0.00
H 4.46001 -2.07552 1.38059 -0.1 0.0 0.2 0.00
H 3.47409 -3.34413 2.13786 0.1 0.2 0.0 0.00
H 3.00688 0.23444 4.41501 0.0 0.0 -0.1 0.00
H 2.38132 1.35734 3.17579 0.1 -0.1 0.1 0.00
H 3.99527 0.65606 2.99103 -0.2 0.0 0.1 0.00
H 1.55133 -2.05408 4.67669 -0.1 0.0 -0.1 0.00
H 1.16913 -3.20015 3.36202 0.0 0.2 0.1 0.00
H 0.09643 -1.80322 3.67548 0.3 -0.1 0.0 0.00
H 0.75303 -1.81715 0.57401 0.3 -0.1 -0.3 0.03


Entry 4:
19
Properties=species:S:1:pos:R:3:forces:R:3:nbo_charge:R:1 method="wB97M-V/def2-TZVPD" homo_ev="-0.956 / -4.369" total_charge=-1 gap_ev="4.037 / 5.358" s_squared=2.020 spin_multiplicity=3 lumo_energy_ev="3.1 / 1.0"
C 2.20369 1.33979 0.61365 -1.3 0.7 0.3 -0.24
C 0.83110 1.41988 0.22830 -0.1 -0.7 -2.0 -0.21
C 2.69813 0.02365 0.75657 1.2 -3.4 0.2 -0.42
C 0.15972 0.31646 -0.27973 1.6 3.4 1.7 -0.27
C 1.98987 -1.13654 0.36501 3.7 1.4 0.9 0.35
C 0.72777 -0.96382 -0.17885 -1.3 -4.3 -1.1 -0.27
C -3.36333 0.72229 -0.11383 -0.9 -0.8 2.0 0.61
O 2.63983 -2.35961 0.41733 0.2 1.3 0.5 -0.68
O -3.71293 0.62011 -1.37671 -0.7 0.4 -3.6 -0.72
O -3.51454 1.68179 0.59793 0.2 1.1 -0.4 -0.65
S -0.22064 -2.34993 -0.72662 0.1 1.8 0.2 -0.03
S -2.98902 -0.86877 0.45133 0.9 -0.9 0.3 -0.42
H 2.80051 2.14114 1.05987 -0.6 0.0 -0.4 0.19
H 0.40467 2.37029 0.00250 -0.6 0.7 0.5 0.20
H 3.71988 -0.01919 1.14831 -0.3 -0.7 -0.2 0.20
H 2.15561 -3.07532 0.01125 -0.7 0.0 -0.2 0.49
H -4.13612 1.35606 -1.87518 0.6 0.0 1.3 0.48
H -1.53929 -1.52648 -0.68984 0.2 -0.7 0.6 0.19
H -0.85490 0.30820 -0.41128 -2.2 0.6 -0.7 0.22


Entry 5:
64
Properties=species:S:1:pos:R:3:forces:R:3:nbo_charge:R:1 method="wB97M-V/def2-TZVPD" homo_ev="-10.510 / -10.618" total_charge=+1 gap_ev="6.045 / 6.191" s_squared=0.759 spin_multiplicity=2 lumo_energy_ev="-4.5 / -4.4" e_above_lowest_kj_mol=73.00
Ir -1.14267 -0.12783 1.05143 0.3 0.2 -0.2 0.31
Se -3.32852 -0.59922 1.79151 -0.7 -0.5 -0.3 -0.04
P -3.74433 -1.44414 -0.21279 0.7 0.4 -1.2 1.03
Se -1.80340 -0.68221 -1.08556 -0.7 -0.3 -0.4 -0.21
C -3.87486 -3.22015 -0.44581 -0.1 -0.2 0.7 -0.46
C -2.85285 -4.01034 -0.95986 0.0 0.0 -0.1 -0.17
C -3.01483 -5.38761 -1.01639 0.0 0.0 0.0 -0.20
C -4.17513 -5.97650 -0.53496 0.0 0.0 0.0 -0.17
C -5.19396 -5.18933 -0.01267 0.0 0.0 0.0 -0.22
C -5.04336 -3.81614 0.04024 0.0 0.1 -0.1 -0.12
C -5.07367 -0.75405 -1.22343 -0.3 0.2 0.5 -0.34
C -5.21049 -1.18462 -2.54316 0.2 -0.2 0.0 -0.21
C -6.19002 -0.63665 -3.34815 -0.1 0.1 0.0 -0.20
C -7.04439 0.33812 -2.84098 0.0 0.0 0.0 -0.17
C -6.91742 0.76300 -1.52906 0.1 0.0 0.1 -0.20
C -5.92858 0.22010 -0.71651 0.0 0.0 0.0 -0.20
H -1.94091 -3.56156 -1.32857 0.0 0.1 0.0 0.23
H -2.22613 -6.00240 -1.42870 0.0 0.0 0.0 0.23
H -4.28215 -7.05316 -0.55470 0.0 0.0 0.0 0.23
H -6.09946 -5.64719 0.36168 0.0 0.0 0.0 0.23
H -5.83893 -3.20395 0.45123 0.0 0.0 0.0 0.22
H -4.54694 -1.94486 -2.94050 0.0 0.0 0.0 0.23
H -6.29504 -0.97045 -4.37192 0.0 0.0 0.0 0.23
H -7.81163 0.76350 -3.47445 0.0 0.0 0.0 0.23
H -7.58593 1.51528 -1.13246 0.0 0.0 0.0 0.23
H -5.82204 0.55942 0.30575 0.0 0.0 0.0 0.23
C 4.78335 -0.31534 -2.68207 0.2 -0.1 -0.1 -1.12
Si 3.30293 0.61175 -2.09151 -0.2 0.2 0.2 1.64
C 3.51375 2.46118 -2.21693 0.1 0.1 0.0 -1.13
C 1.74570 0.12885 -2.97590 -0.2 -0.1 0.0 -1.13
C 3.06419 0.17924 -0.23435 -0.1 0.3 -0.1 -1.20
Te 1.51821 1.21880 0.73758 0.7 -1.1 0.3 1.78
C 2.62657 2.81508 1.48912 -0.4 0.2 -0.3 -1.16
Si 4.00018 2.67603 2.84428 0.1 0.0 -0.2 1.67
C 4.91494 1.06818 2.76646 0.0 -0.3 0.0 -1.14
C 5.12062 4.06034 2.32662 0.2 0.2 0.0 -1.12
C 3.26028 3.03348 4.48896 -0.3 -0.1 0.2 -1.14
H 4.94798 -0.12911 -3.74704 0.0 0.0 0.0 0.26
H 4.65972 -1.39216 -2.54708 0.0 0.0 0.0 0.25
H 5.68634 -0.00739 -2.14966 0.0 0.0 0.0 0.25
H 3.60436 2.76133 -3.26374 0.0 0.0 0.0 0.26
H 4.40699 2.81567 -1.69482 0.0 0.0 0.0 0.25
H 2.64884 3.00217 -1.81515 0.0 0.0 0.0 0.22
H 1.86496 0.21337 -4.05854 0.0 0.0 0.0 0.26
H 0.91171 0.78201 -2.69726 0.0 0.0 0.0 0.24
H 1.45511 -0.90082 -2.75173 0.0 0.0 0.0 0.25
H 3.97502 0.36352 0.33587 0.0 -0.1 0.0 0.27
H 2.76116 -0.86640 -0.13661 0.1 0.0 0.0 0.28
H 1.86845 3.51900 1.84116 0.0 0.1 0.0 0.28
H 3.07900 3.23553 0.58432 0.0 0.0 0.0 0.27
H 5.53767 0.99552 1.87193 0.0 0.0 0.0 0.24
H 4.25553 0.19987 2.81656 0.0 0.0 0.0 0.26
H 5.58181 1.01377 3.63161 0.0 0.0 0.0 0.27
H 5.56347 3.88935 1.34228 0.0 0.0 0.0 0.24
H 5.94009 4.14633 3.04697 0.0 0.0 -0.1 0.26
H 4.60293 5.02249 2.30794 0.0 0.0 0.0 0.25
H 2.56784 2.25488 4.81450 0.0 0.0 0.0 0.27
H 2.72225 3.98373 4.48172 0.0 0.0 0.0 0.25
H 4.05792 3.09936 5.23317 0.0 0.0 0.0 0.26
O 0.88126 0.49404 4.60155 0.3 -0.4 -0.1 -0.88
S 0.44578 0.25528 3.27482 -0.7 0.4 0.2 2.53
O 1.73013 0.00432 2.30845 -0.2 0.6 0.0 -0.97
O -0.45429 -0.89427 3.02591 0.7 0.7 0.2 -0.93
O -0.16510 1.45395 2.58941 0.3 -0.3 0.5 -1.02


Entry 6:
12
Properties=species:S:1:pos:R:3:forces:R:3:nbo_charge:R:1 method="wB97M-V/def2-TZVPD" homo_ev="-9.246 / -9.888" total_charge=0 gap_ev="8.493 / 6.548" s_squared=2.019 spin_multiplicity=3 lumo_energy_ev="-0.8 / -3.3" e_above_lowest_kj_mol=91.70
C -1.49899 -0.66299 -0.50554 0.2 1.3 -0.1 -0.61
C 0.07926 -1.03221 -0.31653 -1.3 -0.9 2.8 -0.51
C 1.04950 0.00003 -0.51120 -0.7 3.8 -0.3 -0.39
O 2.34155 2.28941 0.33449 2.3 2.6 -1.7 -0.96
P 1.44300 1.28953 0.78023 -2.1 -3.4 2.0 1.45
Cl 0.93924 2.31413 3.45588 0.0 -0.4 -0.7 -0.30
H -1.88447 0.38994 -0.25055 1.4 -1.1 -0.4 0.22
H -1.81071 -0.83095 -1.56677 0.2 -0.2 1.0 0.22
H -2.08240 -1.21700 0.23400 0.2 -0.6 -0.5 0.23
H 0.25335 -1.34171 0.79746 -0.7 -0.4 -2.0 0.21
H 0.34007 -1.79837 -1.04801 -0.3 -0.6 0.4 0.25
H 0.83060 0.60019 -1.40345 0.9 -0.3 -0.5 0.19


Number 1: strongest force on any atom 5.50 eV/A, total energy -69881.218 eV. Number 2: strongest force on any atom 0.42 eV/A, total energy -35427.504 eV. Number 3: strongest force on any atom 2.27 eV/A, total energy -125669.193 eV. Number 4: strongest force on any atom 4.58 eV/A, total energy -35182.858 eV. Number 5: strongest force on any atom 1.43 eV/A, total energy -206148.665 eV. Number 6: strongest force on any atom 4.49 eV/A, total energy -27062.777 eV.